This record from the Open Molecules 2025 dataset describes 2 unconnected molecules or ions with the total composition C14H26O7 in a non-equilibrium geometry. The level of theory is wB97M-V/def2-TZVPD.

Atoms and positions in Å:
C  1.7490  2.6832  0.5219
O  2.2855  1.7913  -0.4389
C  1.3680  0.7601  -0.7706
C  2.0733  -0.5085  -1.1845
C  2.8623  -1.2700  -0.0802
C  2.8042  -0.6990  1.3139
C  3.7835  -1.4315  2.2734
C  3.2318  -0.8728  3.5760
O  3.7268  -0.2659  4.3985
O  1.8925  -1.2213  3.5006
C  1.5117  -0.8832  2.1518
C  0.4643  -1.9088  1.6979
C  -0.8964  -1.5103  2.2222
O  -1.4768  -2.1101  3.0067
O  -1.4744  -0.3957  1.6934
H  1.3980  2.1624  1.4115
H  0.9372  3.2509  0.0620
H  2.5398  3.3815  0.7616
H  0.8075  1.1177  -1.6397
H  0.6240  0.6180  0.0147
H  1.3269  -1.1411  -1.6578
H  2.7725  -0.2554  -1.9741
H  2.5449  -2.3072  -0.0518
H  3.9059  -1.2714  -0.3780
H  3.0873  0.3383  1.4618
H  3.7884  -2.5138  2.2162
H  4.8070  -1.0979  2.1264
H  0.9794  0.0601  2.2938
H  0.6514  -2.8953  2.0950
H  0.3866  -1.9493  0.6125
H  -0.7579  0.1596  1.3475
C  -2.4019  1.0891  -3.7280
O  -2.0182  1.1807  -2.3667
C  -2.9464  1.9153  -1.5762
C  -3.8145  0.9986  -0.7415
O  -4.7000  0.2369  -1.5506
C  -4.2748  -1.1036  -1.7228
H  -1.7387  0.3745  -4.2141
H  -3.4318  0.7399  -3.8326
H  -2.2916  2.0606  -4.2212
H  -3.5633  2.5656  -2.2030
H  -2.3596  2.5512  -0.9045
H  -4.4335  1.6097  -0.0771
H  -3.1968  0.3454  -0.1192
H  -4.3956  -1.6643  -0.7901
H  -3.2327  -1.1570  -2.0489
H  -4.9045  -1.5572  -2.4871

* multiplicity: 1
* HOMO level: -9.42 eV
* structure (SMILES): COCCC[C@@H]1CC(=O)O[C@@H]1CC(=O)O.COCCOC
* orbital gap: 0.366 Ha

---

This record from the Open Molecules 2025 dataset describes 3 unconnected molecules or ions with the total composition C14H27B2F9NO15P2S in a non-equilibrium geometry. The level of theory is wB97M-V/def2-TZVPD.

Atoms and positions in Å:
C  -0.8230  -0.9495  2.2229
C  -0.3034  -2.0066  3.2334
B  0.6935  -1.2866  4.2070
O  0.2492  -0.4811  5.2583
C  2.2557  -1.4415  4.0013
O  2.5074  -2.8291  4.2715
B  3.1840  -3.4121  3.0862
O  4.1057  -4.5503  3.3543
N  3.3856  -5.7046  3.5369
O  3.6251  -6.5124  2.7121
O  3.8598  -2.2106  2.4965
C  2.7909  -1.3557  2.5436
S  3.1354  0.2942  2.0043
O  1.9111  1.0414  2.1508
O  4.2997  0.8867  2.5990
C  3.5353  0.1208  0.1970
F  2.6420  -0.7015  -0.3934
F  4.7245  -0.4953  0.1248
C  3.6569  1.4903  -0.5552
F  3.1461  2.5235  0.1316
F  4.9692  1.7490  -0.7152
C  3.0395  1.4991  -1.9799
F  3.4306  0.4307  -2.6838
F  3.5594  2.5751  -2.6177
C  1.4879  1.6877  -2.0269
F  0.8748  1.1531  -0.9854
F  1.1790  2.9749  -2.0679
F  1.0169  1.1223  -3.1460
H  -0.0888  -0.1519  2.1087
H  -1.7405  -0.4839  2.5748
H  -0.9810  -1.4195  1.2535
H  -1.1191  -2.4961  3.7681
H  0.2767  -2.7468  2.6824
H  -0.1689  -1.0586  5.9075
H  2.8597  -0.8918  4.7290
H  2.3861  -3.7941  2.2115
H  1.9596  -1.7173  1.9179
C  -5.1078  2.2415  0.0315
O  -3.8356  2.2281  -0.6162
P  -2.5722  2.7729  0.3117
O  -2.9391  2.0135  1.5435
O  -3.1088  4.3225  0.2680
C  -3.2510  4.9894  -0.9906
O  -1.0553  3.1748  0.7771
C  -0.9285  3.7161  2.0985
H  -5.8533  2.2691  -0.7637
H  -5.2322  1.3351  0.6184
H  -5.2250  3.1153  0.6702
H  -4.3110  5.1087  -1.2169
H  -2.7808  4.4435  -1.8086
H  -2.7871  5.9711  -0.9114
H  -0.8873  2.9051  2.8208
H  -1.7479  4.3918  2.3363
H  0.0117  4.2644  2.1105
C  -1.0471  -3.7003  -2.2880
O  -0.7188  -2.3050  -2.2745
P  -1.6356  -1.3700  -3.2395
O  -2.9740  -1.9257  -2.9058
O  -1.0399  -1.8750  -4.6642
C  0.3752  -1.8121  -4.9108
O  -2.1337  0.1009  -3.7630
C  -3.2050  0.0721  -4.7071
H  -0.1502  -4.2226  -1.9592
H  -1.8596  -3.8927  -1.5933
H  -1.3226  -4.0376  -3.2857
H  0.7820  -2.8226  -4.9131
H  0.9034  -1.2259  -4.1616
H  0.5304  -1.3581  -5.8875
H  -4.1526  -0.0220  -4.1823
H  -3.0921  -0.7418  -5.4202
H  -3.1710  1.0236  -5.2368

* net charge: -1
* multiplicity: 1
* HOMO level: -5.64 eV
* orbital gap: 0.211 Ha

---

This record from the Open Molecules 2025 dataset describes a gas-phase ion, C14H27B3BrN2O8 (charge -1) in a non-equilibrium geometry. The level of theory is wB97M-V/def2-TZVPD.

Atoms and positions in Å:
C  -1.7218  1.7745  2.7407
C  -2.2817  0.5458  2.6359
C  -1.5914  -0.7978  2.7015
C  -0.8932  -1.3581  1.4295
B  -0.8656  -2.9515  1.5855
O  -0.7069  -3.7799  0.4932
O  -0.9704  -3.6046  2.8340
O  -1.7499  -1.1881  0.3282
B  -1.0563  -0.3917  -0.7420
C  -1.9968  0.8317  -1.2958
O  -2.3223  1.8715  -0.3049
C  -3.6127  2.0804  -0.0617
C  -4.0308  3.5402  -0.0011
O  -4.4482  1.2047  0.1514
B  -0.7069  -1.3383  -2.1809
N  -1.3705  -1.1622  -3.5220
O  0.2238  -2.3717  -2.1891
O  0.1436  0.1008  -0.0121
C  0.4946  -0.7022  1.0011
Br  1.3245  0.3030  2.5549
C  1.5552  -1.7426  0.6580
C  2.9573  -1.2347  0.2693
N  2.9900  0.0611  -0.4262
C  3.3544  -0.0507  -1.8511
C  2.3188  0.5921  -2.7768
C  3.9349  0.9509  0.1922
C  3.4266  2.3301  0.4998
O  5.1004  0.6518  0.4169
H  -1.9931  2.5149  3.4838
H  -0.9156  2.0357  2.0658
H  -3.3648  0.5024  2.5335
H  -2.3930  -1.4991  2.9269
H  -0.9354  -0.8235  3.5629
H  -0.0722  -4.4464  0.7694
H  -1.9021  -3.6705  3.0494
H  -1.4523  1.3449  -2.0944
H  -2.9213  0.4662  -1.7360
H  -3.3878  4.1475  -0.6277
H  -5.0708  3.5938  -0.2911
H  -3.9494  3.8425  1.0402
H  -1.1455  -0.2762  -3.9520
H  -2.3717  -1.2623  -3.4466
H  0.5367  -2.4384  -3.0994
H  1.1741  -2.4364  -0.0823
H  1.6935  -2.3186  1.5777
H  3.4357  -2.0236  -0.3112
H  3.5376  -1.1437  1.1816
H  3.5048  -1.0807  -2.1636
H  4.2910  0.4764  -2.0336
H  1.4869  -0.0722  -2.9781
H  1.9802  1.5438  -2.3837
H  2.8225  0.7961  -3.7237
H  4.0040  2.8011  1.2837
H  2.3669  2.3236  0.7211
H  3.5425  2.9381  -0.4007

* net charge: -1
* multiplicity: 1
* HOMO level: -4.16 eV
* orbital gap: 0.254 Ha

---

This record from the Open Molecules 2025 dataset describes 3 unconnected molecules or ions with the total composition C14H27FNO7Si in a non-equilibrium geometry. The level of theory is wB97M-V/def2-TZVPD.

Atoms and positions in Å:
C  -4.3779  -0.5297  3.1590
C  -4.3017  0.9950  3.0063
F  -4.3261  1.3192  1.6821
N  -3.0740  1.5787  3.6460
C  -3.4691  2.8788  4.3383
C  -2.2144  3.7897  4.1656
O  -1.2237  2.8288  3.6921
C  -1.9401  2.0445  2.7780
Si  -0.7135  0.8090  1.9477
C  0.3242  -0.1537  3.1828
C  -1.5890  -0.4632  0.8523
C  0.3675  1.8843  0.8446
H  -4.0585  -1.0125  2.2384
H  -3.7204  -0.8801  3.9571
H  -5.4083  -0.8184  3.3382
H  -5.2057  1.4056  3.4462
H  -2.8341  0.9759  4.4331
H  -4.2619  3.4233  3.8368
H  -3.6859  2.7473  5.3925
H  -1.8032  4.1917  5.0829
H  -2.3237  4.4908  3.3424
H  -2.3083  2.7028  1.9818
H  1.0352  0.4744  3.7147
H  0.9041  -0.8551  2.5778
H  -0.2545  -0.7633  3.8804
H  -0.7903  -0.9777  0.3188
H  -2.0746  -1.2265  1.4620
H  -2.2888  0.0062  0.1637
H  0.6739  2.7505  1.4360
H  -0.2570  2.2715  0.0348
H  1.2386  1.3482  0.4857
C  2.8741  -1.6977  -2.3786
C  1.5415  -1.6247  -1.6696
O  1.8804  -0.9667  -0.4416
C  3.0219  -0.2537  -0.6573
O  3.4629  0.5351  0.1159
O  3.5633  -0.5587  -1.8515
H  2.7847  -1.6322  -3.4573
H  3.4354  -2.5979  -2.1210
H  0.8144  -1.0125  -2.2081
H  1.1077  -2.6030  -1.4739
C  4.3977  -2.9253  -7.5849
C  3.0442  -2.8728  -6.9134
O  3.3443  -2.2289  -5.6697
C  4.4838  -1.5013  -5.8387
O  4.8999  -0.7244  -5.0447
O  5.0633  -1.7889  -7.0265
H  4.3405  -2.8413  -8.6671
H  4.9597  -3.8242  -7.3252
H  2.3271  -2.2600  -7.4625
H  2.6146  -3.8570  -6.7422

* net charge: +1
* multiplicity: 1
* HOMO level: -12.75 eV
* orbital gap: 0.371 Ha

---

This record from the Open Molecules 2025 dataset describes 2 unconnected molecules or ions with the total composition C14H27N3OP. The level of theory is wB97M-V/def2-TZVPD.

Atoms and positions in Å:
N  0.8241  -1.8819  -3.1537
P  -0.9646  -1.8345  -3.0641
C  -2.8651  -1.8100  -2.9617
C  -3.6108  -2.9709  -3.1259
C  -4.9886  -2.8890  -2.9947
C  -5.5896  -1.6745  -2.7099
N  -4.8950  -0.5465  -2.5532
C  -3.5744  -0.6448  -2.6819
H  1.0769  -2.8560  -2.9904
H  1.1749  -1.3968  -2.3227
H  -0.9377  -2.1571  -1.6756
H  -1.0402  -2.8390  -4.0554
H  -0.9598  -0.5009  -3.5097
H  -3.1311  -3.9142  -3.3490
H  -5.6043  -3.7689  -3.1175
H  -6.6613  -1.6085  -2.6126
H  -3.0128  0.2725  -2.5465
C  2.8117  3.1848  1.5998
C  2.6958  1.6548  1.4471
C  2.7280  1.0079  2.8416
C  1.4477  1.1808  3.6666
C  0.1941  1.2967  2.7869
C  0.3684  0.7099  1.3816
N  1.4569  1.3758  0.7140
O  1.6602  0.8399  -0.5736
C  -0.9021  1.0256  0.5971
C  0.5184  -0.8187  1.4576
C  3.9278  1.1632  0.6995
H  2.8129  3.6495  0.6130
H  3.7360  3.4779  2.1204
H  1.9660  3.5893  2.1588
H  2.9214  -0.0613  2.7199
H  3.5855  1.3965  3.4034
H  1.3500  0.3232  4.3394
H  1.5226  2.0591  4.3144
H  -0.6526  0.8192  3.2913
H  -0.0782  2.3507  2.6778
H  -1.0261  2.1029  0.4781
H  -1.7880  0.6379  1.1166
H  -0.8702  0.5809  -0.3955
H  -0.3670  -1.2750  1.9186
H  1.3843  -1.1347  2.0420
H  0.6247  -1.2388  0.4566
H  4.8282  1.4244  1.2687
H  3.9992  1.6178  -0.2860
H  3.9037  0.0809  0.5688

* net charge: -1
* multiplicity: 1
* HOMO level: -1.53 eV
* orbital gap: 0.161 Ha
* relative energy (zero: lowest compared OMol25 entry of this formula, charge and spin): 0.000 eV

---

This record from the Open Molecules 2025 dataset describes a molecular structure, C14H28AlNO7PS in a non-equilibrium geometry. The level of theory is wB97M-V/def2-TZVPD.

Atoms and positions in Å:
C  -4.3103  3.0231  1.2926
C  -4.1952  2.5774  -0.1320
C  -3.7494  1.0045  -0.4852
O  -2.4015  0.8117  -0.5311
O  -4.7447  -0.0668  -0.7202
C  -4.0560  -1.3568  -1.0448
C  -3.5133  -2.1631  0.2752
C  -1.8804  -2.3695  0.3342
C  -1.3179  -2.6719  1.8506
C  -1.0931  -1.3405  2.7802
C  -0.0792  -0.2153  2.1532
C  1.4985  -0.6582  2.0889
O  1.8622  -2.0327  1.6948
Al  2.1775  -1.7880  -0.1828
O  3.3105  -0.2953  0.1385
C  2.5563  0.3413  1.2664
C  3.8287  0.8200  2.2393
P  1.8755  1.9944  0.5630
O  1.3531  3.1031  1.8437
O  0.5928  1.7635  -0.6284
S  3.3608  2.8764  -0.4139
H  -5.0401  2.4415  1.9990
H  -3.7434  3.9541  1.7509
H  -4.3529  3.2714  -1.0753
H  -4.9130  -2.0386  -1.5201
H  -3.2531  -1.2349  -1.9081
H  -3.9882  -3.2581  0.2854
H  -3.8575  -1.6506  1.2696
H  -1.6586  -3.3576  -0.2977
H  -1.2674  -1.5163  -0.2085
H  -2.1618  -3.3167  2.3952
H  -0.3818  -3.3668  1.7406
H  -0.6981  -1.6351  3.8640
H  -2.1444  -0.8051  2.9254
H  -0.4652  0.1060  1.0963
H  -0.1376  0.7265  2.8831
H  1.8416  -0.5705  3.2193
H  2.7496  -3.0347  -0.9795
H  0.8759  -1.0440  -0.7772
H  3.8818  0.2037  3.2397
H  4.8594  0.7617  1.6723
H  3.6462  1.9651  2.5024
H  0.3407  3.1914  1.8184
H  0.0908  2.6336  -0.6114
O  1.9065  1.7469  -4.5197
C  2.7523  0.8808  -4.3279
N  2.9920  0.4014  -3.0766
C  3.5803  0.2853  -5.4296
H  3.6773  -0.3105  -2.8692
H  2.4461  0.7875  -2.3172
H  4.1554  1.0796  -5.9131
H  2.9167  -0.1849  -6.1604
H  4.2756  -0.4697  -5.0521

* net charge: -1
* multiplicity: 1
* HOMO level: -5.29 eV
* orbital gap: 0.246 Ha

---

This record from the Open Molecules 2025 dataset describes 7 unconnected molecules or ions with the total composition C14H28Br14. The level of theory is wB97M-V/def2-TZVPD.

Atoms and positions in Å:
Br  17.0868  -6.7969  -18.4019
C  16.2937  -6.8671  -20.1839
C  17.2544  -6.2726  -21.1783
Br  16.4164  -6.1723  -22.9576
H  15.4206  -6.2463  -20.0068
H  15.9713  -7.8884  -20.3497
H  18.1569  -6.8665  -21.2850
H  17.5413  -5.2739  -20.8621
Br  15.4349  -9.1966  -14.8495
C  17.3727  -9.3770  -14.3852
C  18.2157  -8.7249  -15.4321
Br  20.0940  -8.8621  -14.8388
H  17.5126  -10.4500  -14.3211
H  17.5555  -8.9377  -13.4081
H  18.0206  -7.6700  -15.5975
H  18.1684  -9.2290  -16.3930
Br  12.8963  -0.5190  -19.3169
C  14.5857  -1.2019  -20.0564
C  15.5958  -1.3051  -18.9352
Br  17.1191  -2.3882  -19.5102
H  14.8769  -0.5300  -20.8557
H  14.3449  -2.1765  -20.4705
H  15.1627  -1.7309  -18.0362
H  16.0272  -0.3364  -18.7009
Br  13.8412  -4.3566  -7.6503
C  15.2327  -4.3106  -9.0342
C  16.4774  -3.6182  -8.5142
Br  17.8916  -3.6899  -9.8817
H  14.7720  -3.7919  -9.8647
H  15.4691  -5.3347  -9.3090
H  16.9093  -4.0536  -7.6204
H  16.2076  -2.5908  -8.2742
Br  20.7887  -1.8489  -13.1071
C  19.6708  -3.4220  -13.2077
C  20.3025  -4.6586  -12.6000
Br  18.8760  -6.0122  -12.5616
H  19.4996  -3.5565  -14.2743
H  18.7172  -3.1384  -12.7721
H  20.6050  -4.4794  -11.5741
H  21.0812  -5.0642  -13.2333
Br  14.2804  -3.4613  -16.1643
C  15.9487  -4.2720  -15.5477
C  15.7408  -5.0354  -14.2785
Br  15.5807  -3.7767  -12.7704
H  16.7096  -3.4991  -15.4453
H  16.3379  -4.8870  -16.3582
H  16.5887  -5.6952  -14.1107
H  14.8564  -5.6662  -14.2851
Br  10.7379  -5.6035  -21.4117
C  11.9447  -4.4268  -20.4675
C  11.7200  -4.4584  -18.9640
Br  10.0684  -3.5816  -18.4787
H  11.8408  -3.4189  -20.8710
H  12.9517  -4.7067  -20.7789
H  12.5267  -3.9343  -18.4603
H  11.6910  -5.4961  -18.6444

* multiplicity: 1
* HOMO level: -10.06 eV
* structure (SMILES): BrCCBr.BrCCBr.BrCCBr.BrCCBr.BrCCBr.BrCCBr.BrCCBr
* orbital gap: 0.373 Ha
* relative energy (zero: lowest compared OMol25 entry of this formula, charge and spin): 0.518 eV

---

This record from the Open Molecules 2025 dataset describes 7 unconnected molecules or ions with the total composition C14H28Br6Cl8 in a non-equilibrium geometry. The level of theory is wB97M-V/def2-TZVPD.

Atoms and positions in Å:
Cl  3.1897  -0.5148  2.9183
C  4.5669  0.5077  3.4579
C  4.4215  1.9441  3.0312
Cl  2.9971  2.7874  3.8028
H  5.4742  0.0603  3.0234
H  4.5605  0.4032  4.5584
H  4.2335  1.9662  1.9585
H  5.3153  2.4704  3.3101
Cl  3.1211  2.1936  -5.5961
C  1.4516  2.9310  -5.3613
C  1.2614  3.5625  -4.0003
Cl  -0.4753  4.0862  -3.9542
H  0.8376  2.0540  -5.5343
H  1.2342  3.5421  -6.2165
H  1.9906  4.3491  -3.7992
H  1.3461  2.7875  -3.2321
Cl  1.4515  -3.7284  -0.1132
C  1.3974  -2.5216  -1.4296
C  2.6023  -1.5935  -1.3037
Cl  2.5559  -0.3261  -2.5744
H  0.4725  -1.9529  -1.4017
H  1.4367  -3.0336  -2.3843
H  3.5508  -2.0999  -1.3814
H  2.5740  -1.0660  -0.3368
Cl  -2.4702  0.0758  -2.1844
C  -3.1170  -1.2823  -1.2759
C  -3.5737  -2.4609  -2.0830
Cl  -2.1012  -3.1330  -2.9921
H  -3.9842  -0.8330  -0.7890
H  -2.4240  -1.6429  -0.5106
H  -4.3584  -2.1840  -2.7583
H  -3.9044  -3.2757  -1.4343
Br  -1.6309  2.9990  3.0502
C  -2.9326  1.4341  2.9559
C  -4.1078  2.0018  2.1871
Br  -5.4166  0.5148  1.6643
H  -3.1152  1.2346  4.0188
H  -2.3317  0.6812  2.4577
H  -3.7632  2.3261  1.2106
H  -4.7499  2.6771  2.7603
Br  -2.1191  -5.2448  0.0794
C  -1.4010  -4.8804  1.8067
C  -1.4218  -3.4448  2.1052
Br  -3.1908  -2.7512  2.4183
H  -0.3496  -5.1725  1.7140
H  -1.8911  -5.4584  2.5937
H  -1.0784  -2.8776  1.2690
H  -0.8638  -3.3625  3.0183
Br  0.0388  -0.2312  0.9400
C  1.0220  1.5050  0.6173
C  0.2277  2.3312  -0.3734
Br  0.8696  4.2259  -0.3906
H  1.9579  1.1189  0.2788
H  1.0330  1.9255  1.6291
H  -0.8198  2.4385  -0.0658
H  0.4004  1.9370  -1.3589

* multiplicity: 1
* HOMO level: -10.12 eV
* structure (SMILES): BrCCBr.BrCCBr.BrCCBr.ClCCCl.ClCCCl.ClCCCl.ClCCCl
* orbital gap: 0.380 Ha
* relative energy (zero: lowest compared OMol25 entry of this formula, charge and spin): 0.000 eV